{"formula": "C6H9BeO4", "method": "ωB97M-V/def2-TZVPD", "symbols": ["O", "Be", "O", "C", "O", "C", "C", "H", "H", "H", "H", "H", "C", "C", "H", "H", "H", "O", "C", "H"], "positions_angstrom": [[-1.261, 0.265, -0.103], [-0.873, -1.095, -0.528], [-2.787, -1.245, -0.245], [-2.599, -0.057, 0.177], [-3.350, 0.761, 0.650], [-0.806, 1.623, -0.038], [0.603, 1.645, -0.576], [-1.473, 2.251, -0.643], [-0.864, 1.948, 1.009], [0.608, 1.294, -1.617], [0.965, 2.681, -0.586], [1.286, 1.084, 0.075], [1.647, -1.216, -0.301], [0.461, -1.933, -0.370], [1.953, -0.516, 0.482], [1.241, -1.960, 0.708], [0.611, -2.973, -0.695], [2.038, -0.562, -2.526], [2.476, -1.139, -1.561], [3.269, -1.906, -1.663]], "atomic_forces_ev_per_a": [[1.45, 1.51, -0.10], [-4.91, -0.27, 0.95], [3.19, -0.20, -0.32], [-4.97, 0.55, 0.59], [1.66, -0.73, -0.41], [0.50, 1.25, 0.34], [-0.08, 0.63, -0.07], [0.05, -0.37, 0.22], [-0.10, -0.14, -0.33], [0.26, -0.05, 0.33], [-0.11, -0.22, 0.00], [-0.26, 0.40, -0.36], [0.53, 1.93, -1.34], [3.57, -2.25, 2.24], [-0.76, 0.70, -0.42], [-1.52, -1.27, 0.10], [-0.16, 0.58, -1.42], [0.08, 0.19, 1.79], [1.10, -2.93, -1.85], [0.46, 0.68, 0.05]], "orbital_gap_ev": 7.15, "e_tot_ha": -549.33869, "fmax_ev_per_a": 5.04, "e_homo_ev": -14.3680, "e_lumo_ev": -7.22, "total_charge": 1}



{"formula": "C6H9BrN2O3S", "method": "ωB97M-V/def2-TZVPD", "symbols": ["C", "C", "C", "C", "C", "C", "N", "N", "O", "O", "O", "S", "Br", "H", "H", "H", "H", "H", "H", "H", "H", "H"], "positions_angstrom": [[-0.060, 0.673, -1.832], [-0.661, 0.390, -0.626], [-0.945, 1.624, -2.475], [0.387, -2.862, 0.729], [0.445, 1.067, 2.190], [-0.197, -1.569, 1.244], [-1.997, 1.861, -1.691], [-0.772, 2.130, -3.705], [0.640, -1.134, 3.609], [2.268, -0.756, 1.854], [-1.651, 1.173, -0.438], [0.959, -0.624, 2.305], [1.427, -0.126, -2.765], [-0.303, -3.257, -0.039], [1.499, -2.620, 0.377], [0.473, -3.660, 1.489], [-0.438, 1.313, 2.670], [1.206, 1.674, 2.615], [0.353, 1.297, 1.193], [-1.251, -1.255, 1.442], [0.154, 1.997, -4.108], [-1.538, 2.664, -4.037]], "atomic_forces_ev_per_a": [[0.04, -0.43, -0.33], [2.84, -1.99, -0.16], [-0.25, -1.22, 1.98], [0.98, 1.08, -0.84], [1.29, -0.85, 0.60], [0.12, 2.09, -0.64], [1.26, 0.58, -0.11], [0.58, -0.61, 0.44], [-0.30, -0.21, 0.42], [2.85, -0.19, -1.52], [-2.26, 0.23, -0.30], [-3.49, 0.27, 0.96], [-0.84, 0.39, 0.78], [0.75, 0.18, 0.06], [-2.53, -0.68, 0.42], [-0.15, 0.60, 0.14], [-1.90, -0.15, 1.09], [0.98, 0.28, 0.48], [0.00, 0.56, -2.21], [0.95, -0.96, -0.18], [-0.92, 0.37, -0.25], [0.02, 0.63, -0.85]], "orbital_gap_ev": 6.80, "e_tot_ha": -3541.21062, "fmax_ev_per_a": 3.63, "e_homo_ev": -8.8983, "e_lumo_ev": -2.10, "total_charge": 0}



{"formula": "C6H9BrN3O2", "method": "ωB97M-V/def2-TZVPD", "symbols": ["C", "C", "C", "C", "C", "C", "N", "N", "N", "O", "O", "Br", "H", "H", "H", "H", "H", "H", "H", "H", "H"], "positions_angstrom": [[0.913, -0.725, 1.839], [0.595, -1.823, 0.867], [0.774, 0.592, 1.492], [-0.666, -1.376, 0.111], [-0.310, 0.415, -0.662], [-1.562, 0.164, -2.794], [0.312, 1.065, 0.228], [-0.643, 0.853, -1.817], [1.070, 1.716, 2.349], [1.157, 1.513, 3.544], [1.242, 2.779, 1.742], [2.244, -2.191, -0.371], [1.260, -1.079, 2.722], [0.511, -2.706, 1.434], [-0.912, -2.019, -0.762], [-1.272, -1.045, 0.933], [-2.493, 0.565, -2.514], [-1.178, 0.501, -3.721], [-1.450, -0.945, -2.741], [0.910, 1.917, 0.081], [-0.502, 1.829, -1.962]], "atomic_forces_ev_per_a": [[-0.49, 2.69, -3.36], [0.94, 2.40, -1.89], [-0.77, -3.24, -0.15], [2.32, 2.02, -2.28], [-1.34, -6.08, 1.27], [2.15, -0.44, 1.34], [3.55, 2.47, 2.56], [-0.62, -1.10, -0.71], [0.55, 0.54, 0.72], [-0.04, 0.39, -1.12], [0.01, -0.54, 0.97], [-1.56, 0.44, 1.05], [1.09, -0.21, 2.90], [-0.50, -1.32, 0.17], [-0.55, 0.57, 1.11], [-1.53, -0.33, -0.37], [-1.57, -0.10, -0.38], [-0.27, 0.16, -1.17], [-0.27, 1.06, 0.18], [-1.28, -0.19, -0.42], [0.17, 0.80, -0.43]], "orbital_gap_ev": 8.86, "e_tot_ha": -3122.35281, "fmax_ev_per_a": 6.35, "e_homo_ev": -13.8982, "e_lumo_ev": -5.04, "total_charge": 1}



{"formula": "C6H9Cl3OSi2", "method": "ωB97M-V/def2-TZVPD", "symbols": ["C", "C", "C", "C", "C", "C", "O", "Si", "Si", "Cl", "Cl", "Cl", "H", "H", "H", "H", "H", "H", "H", "H", "H"], "positions_angstrom": [[1.990, 3.204, -0.426], [1.195, 2.261, -0.413], [-1.482, -0.048, -0.882], [-2.263, 0.004, 0.199], [3.260, -0.769, 0.260], [0.985, -1.156, 0.656], [2.259, -1.694, 0.431], [0.392, -0.133, -0.948], [-4.118, -0.284, 0.278], [-5.003, 1.487, 0.110], [-4.699, -1.498, -1.135], [-4.423, -1.213, 2.079], [2.309, 4.131, -0.158], [-1.956, 0.061, -1.894], [-1.640, 0.015, 1.032], [3.870, -1.239, -0.562], [3.868, -0.636, 1.160], [2.795, 0.175, -0.127], [1.057, -0.407, 1.493], [0.193, -1.919, 0.785], [1.411, -0.341, -1.937]], "atomic_forces_ev_per_a": [[-2.61, -3.06, 0.07], [0.35, -1.97, -1.11], [-0.62, 0.67, -2.96], [0.25, -0.70, -1.33], [0.77, 0.46, -1.97], [-0.37, 1.87, -0.76], [-1.64, -2.03, 0.53], [0.90, 2.70, 3.92], [1.84, 0.51, 1.51], [-0.65, 0.73, 0.06], [-0.57, -1.05, -1.40], [-0.13, 0.26, -0.15], [1.20, 2.10, 0.31], [0.19, -0.49, 0.82], [0.27, -0.02, 2.28], [0.00, 0.92, 0.84], [-0.15, 0.29, -0.05], [0.99, -0.31, 0.53], [-0.59, -0.81, -0.39], [0.81, 0.13, 0.39], [-0.25, -0.21, -1.16]], "orbital_gap_ev": 8.42, "e_tot_ha": -2268.76801, "fmax_ev_per_a": 4.84, "e_homo_ev": -9.2376, "e_lumo_ev": -0.81, "total_charge": 0}



{"formula": "C6H9ClINS", "method": "ωB97M-V/def2-TZVPD", "symbols": ["C", "C", "C", "C", "C", "C", "N", "S", "Cl", "I", "H", "H", "H", "H", "H", "H", "H", "H", "H"], "positions_angstrom": [[0.299, 3.149, 0.098], [2.895, -0.819, -0.262], [-0.873, -1.186, 0.004], [-0.161, 0.164, 0.228], [-2.066, -1.384, 0.879], [0.634, 0.668, -1.012], [-0.433, 3.820, 0.614], [2.132, -0.103, -1.555], [-3.387, -0.110, 0.665], [-0.622, 1.287, -2.595], [1.000, 2.381, -0.329], [3.870, -1.148, -0.492], [2.561, -1.208, 0.605], [-0.183, -1.924, 0.204], [-1.047, -1.211, -1.058], [-0.978, 0.883, 0.402], [0.693, 0.261, 0.915], [-2.513, -2.287, 0.757], [-1.823, -1.231, 1.933]], "atomic_forces_ev_per_a": [[3.50, -2.70, -1.71], [1.19, 0.65, -0.81], [0.22, 2.18, -0.19], [0.85, 1.13, -1.54], [0.34, 3.25, 1.05], [-1.57, -1.37, 0.13], [-2.54, 2.37, 1.66], [-0.81, 0.70, -1.88], [0.55, -0.58, -0.28], [0.59, -0.16, 0.12], [-0.91, 1.34, 0.49], [1.02, -0.14, -0.47], [-1.75, -0.90, 2.65], [1.43, -2.05, 0.48], [-0.72, -0.33, -0.39], [0.73, 0.13, 0.32], [-0.98, -0.63, 1.00], [-1.35, -2.59, -0.46], [0.21, -0.28, -0.16]], "orbital_gap_ev": [7.42, 8.18], "e_tot_ha": -1444.65936, "fmax_ev_per_a": 4.74, "e_homo_ev": [-7.2646, -10.0580], "s_squared": 2.010, "e_lumo_ev": [0.15, -1.88], "total_charge": 0, "spin_multiplicity": 3}



{"formula": "C6H9ClN2P", "method": "ωB97M-V/def2-TZVPD", "symbols": ["C", "P", "C", "N", "N", "C", "C", "C", "C", "Cl", "H", "H", "H", "H", "H", "H", "H", "H", "H"], "positions_angstrom": [[2.154, -1.773, -0.241], [1.451, -0.074, -0.794], [2.411, 1.174, 0.283], [-0.313, -0.044, -0.356], [-0.847, -1.178, 0.096], [-2.209, -1.158, 0.397], [-3.258, -0.021, 0.348], [-2.607, 1.313, -0.188], [-1.123, 1.103, -0.509], [-0.262, 2.576, -1.201], [3.145, -1.569, 0.316], [1.479, -2.291, 0.529], [2.426, -2.428, -1.131], [1.773, 1.462, 1.187], [3.456, 0.790, 0.574], [2.513, 2.119, -0.370], [-2.632, -2.170, 0.748], [-4.352, -0.099, 0.642], [-3.205, 2.269, -0.333]], "atomic_forces_ev_per_a": [[0.24, -0.03, 1.33], [2.48, -0.49, -1.12], [-0.77, 0.95, 0.19], [-2.85, 2.14, 1.33], [-3.93, 0.85, 0.64], [-1.21, 0.31, 0.11], [5.13, 2.25, -1.92], [1.06, -5.46, 1.09], [-0.90, 1.61, -0.25], [-1.23, -2.24, 1.05], [-1.58, -0.07, -0.92], [0.93, 0.56, -1.37], [-0.83, 0.93, 1.10], [1.19, -0.40, -0.98], [-1.84, 0.38, -0.45], [-0.04, -1.55, 1.09], [1.07, 1.69, -0.62], [1.74, -0.11, -0.40], [1.35, -1.32, 0.10]], "orbital_gap_ev": 7.13, "e_tot_ha": -1144.68530, "fmax_ev_per_a": 5.92, "e_homo_ev": -12.6343, "e_lumo_ev": -5.51, "total_charge": 1}



{"formula": "C6H9ClO", "method": "ωB97M-V/def2-TZVPD", "symbols": ["C", "C", "C", "C", "C", "C", "H", "H", "H", "H", "H", "H", "H", "H", "H", "O", "Cl"], "positions_angstrom": [[1.845, 1.347, 0.342], [1.193, -0.044, 0.037], [-0.044, -0.518, 0.001], [-0.428, -2.050, 0.228], [-1.233, 0.263, -0.096], [-1.256, 1.697, -0.472], [2.036, 1.849, -0.710], [2.715, 0.911, 0.992], [1.145, 1.968, 1.207], [-0.463, -2.461, 1.433], [0.437, -2.665, -0.258], [-1.872, -1.060, -0.912], [-2.025, -0.390, 0.302], [-2.354, 2.196, -0.631], [-0.358, 2.267, -0.867], [-1.856, -2.063, -0.172], [2.516, -1.248, -0.423]], "atomic_forces_ev_per_a": [[-1.40, -1.12, 1.56], [1.75, 0.28, -0.44], [0.46, -1.68, 1.42], [-0.06, 0.14, 1.50], [0.43, 6.68, -0.11], [-2.44, -3.55, -0.13], [0.13, -0.53, 2.67], [-0.84, 1.76, -1.69], [1.78, -1.54, -3.06], [0.30, 1.65, -3.27], [-2.38, 0.53, 0.22], [-0.27, -4.91, 2.26], [-0.63, 2.00, 0.27], [3.05, -1.16, 0.67], [-1.31, -1.00, 0.67], [2.14, 1.62, -3.26], [-0.72, 0.83, 0.72]], "orbital_gap_ev": 7.95, "e_tot_ha": -769.21202, "fmax_ev_per_a": 6.69, "e_homo_ev": -8.6018, "e_lumo_ev": -0.65, "total_charge": 0}



{"formula": "C6H9CsO5", "method": "ωB97M-V/def2-TZVPD", "symbols": ["O", "Cs", "O", "C", "O", "C", "C", "H", "H", "H", "H", "H", "C", "C", "O", "C", "O", "H", "H", "H", "H"], "positions_angstrom": [[1.251, -1.221, 0.514], [1.798, 1.863, -1.258], [-0.708, -0.959, -0.334], [0.049, -1.723, 0.485], [-0.344, -2.774, 0.934], [2.269, -1.872, 1.355], [3.510, -1.027, 1.258], [1.865, -1.919, 2.372], [2.404, -2.883, 0.955], [3.407, -0.104, 1.846], [4.354, -1.598, 1.664], [3.744, -0.777, 0.214], [-2.350, -2.843, -0.281], [-2.023, -1.361, -0.545], [-2.899, -0.910, 0.550], [-3.252, -2.110, 0.887], [-4.463, -2.441, 0.965], [-2.146, -3.781, 0.236], [-2.358, -0.914, -1.482], [-2.827, -3.281, -1.167], [-4.603, -3.274, 1.448]], "atomic_forces_ev_per_a": [[-0.05, 0.82, 0.04], [0.08, 0.02, 0.02], [-0.92, 1.38, -0.62], [0.51, -2.26, 0.09], [1.11, 1.40, 0.83], [-0.24, -0.40, 0.00], [0.17, 0.12, 0.14], [0.15, -0.10, -0.24], [0.00, 0.23, 0.17], [0.07, -0.21, -0.17], [-0.15, 0.22, -0.09], [0.00, -0.18, 0.23], [-2.56, -1.13, 1.18], [3.13, -1.05, 1.14], [-0.55, 0.53, 1.15], [-0.19, -0.82, -6.82], [-1.16, 0.99, 3.14], [2.58, 0.44, -0.43], [-0.25, -0.27, 0.25], [-1.44, 0.72, 0.31], [-0.28, -0.45, -0.31]], "orbital_gap_ev": 8.85, "e_tot_ha": -629.69549, "fmax_ev_per_a": 6.87, "e_homo_ev": -17.5130, "e_lumo_ev": -8.67, "total_charge": 2}



{"formula": "C6H9F", "method": "ωB97M-V/def2-TZVPD", "symbols": ["C", "C", "C", "C", "C", "C", "F", "H", "H", "H", "H", "H", "H", "H", "H", "H"], "positions_angstrom": [[-2.361, 1.003, -0.349], [2.413, 0.608, 0.356], [-1.154, 0.808, -0.820], [1.443, 0.671, -0.513], [0.151, -1.612, 0.965], [0.054, 0.881, -0.051], [-0.100, 1.445, 1.183], [-3.260, 0.881, -0.889], [-2.383, 1.374, 0.671], [3.422, 0.375, -0.061], [2.250, 1.016, 1.343], [-1.057, 0.402, -1.734], [1.585, 0.508, -1.581], [-0.017, -1.743, 2.002], [1.258, -1.680, 0.753], [-0.647, -1.708, 0.256]], "atomic_forces_ev_per_a": [[-0.62, 1.11, 2.04], [2.91, 0.68, -0.10], [1.85, 0.05, 1.93], [-3.34, 0.24, -0.69], [2.01, -0.23, -0.31], [0.40, 0.54, -0.27], [0.34, -0.33, -0.48], [-0.63, -0.16, -0.53], [-0.60, -0.04, -0.04], [-0.76, 0.34, 0.93], [0.30, -0.60, 0.28], [0.62, -1.18, -3.33], [-0.15, -0.30, 0.27], [-0.67, 0.09, 0.84], [-1.75, 0.04, -0.36], [0.10, -0.22, -0.19]], "orbital_gap_ev": [7.73, 8.02], "e_tot_ha": -333.69760, "fmax_ev_per_a": 3.59, "e_homo_ev": [-7.4015, -8.4531], "e_lumo_ev": [0.33, -0.43], "total_charge": 0}



{"formula": "C6H9F", "method": "ωB97M-V/def2-TZVPD", "symbols": ["C", "C", "C", "C", "C", "C", "F", "H", "H", "H", "H", "H", "H", "H", "H", "H"], "positions_angstrom": [[2.179, 0.535, 0.091], [0.827, 0.380, -0.070], [-0.137, 1.484, 0.112], [-1.547, 0.858, -0.270], [-1.293, -0.597, -0.790], [0.142, -0.943, -0.252], [0.023, -1.548, 1.075], [2.667, 1.375, 0.430], [2.784, -0.413, -0.035], [-0.081, 1.856, 1.126], [0.165, 2.367, -0.464], [-2.054, 1.356, -1.118], [-2.210, 0.740, 0.553], [-1.350, -0.661, -1.880], [-1.972, -1.330, -0.394], [0.816, -1.658, -0.817]], "atomic_forces_ev_per_a": [[-2.55, -4.39, -1.16], [3.05, 0.38, 0.84], [-1.41, 0.18, -0.49], [0.76, -0.35, -1.43], [1.92, 0.08, 0.57], [0.45, -0.75, -0.14], [-0.17, 0.65, -1.28], [0.82, 1.96, 0.38], [-0.49, 1.32, 0.21], [-0.39, -0.15, 0.49], [-0.37, -0.27, -0.33], [0.19, 0.31, 0.81], [-0.47, 0.53, 0.77], [0.30, 0.04, 0.11], [-0.45, -0.21, 0.22], [-1.19, 0.68, 0.44]], "orbital_gap_ev": 10.52, "e_tot_ha": -333.84261, "fmax_ev_per_a": 5.21, "e_homo_ev": -9.4575, "e_lumo_ev": 1.06, "total_charge": 0}